# 1
C10H15N2 | wB97M-V/def2-TZVPD

Calculated values
total charge = +1
E_LUMO = -3.58 eV
calculated total energy = -13584.8722 eV
ΔE to the lowest compared entry with this formula, charge and spin = 73.77 kcal per mole
F_max = 5.09 eV/Å

Cartesian coordinates (Å):
C (-0.698045, -2.425921, 0.865302)
C (-0.002783, 1.082128, 0.818234)
C (0.325776, -0.283370, 0.581815)
C (-0.864017, -1.003506, 0.814440)
C (-1.827566, -0.204698, 1.308478)
C (1.089431, 1.928177, 1.020799)
C (2.366319, 1.522275, 0.653168)
C (2.574256, 0.253190, 0.082265)
C (1.536982, -0.670091, 0.127962)
N (-1.224126, 1.082122, 1.466232)
H (0.906528, 2.865369, 1.534077)
H (3.295365, 2.180829, 0.735463)
H (-1.579023, 1.989478, 1.773432)
H (3.668297, 0.155871, -0.098596)
H (-2.959962, -0.333265, 1.422493)
H (1.698541, -1.750594, -0.159831)
H (-1.442149, -2.959531, 1.537931)
H (0.177153, -2.634374, 1.560144)
H (-1.016170, -2.966723, 0.025452)
C (-0.883159, -0.565205, -3.722766)
N (-1.333388, -0.069672, -2.277603)
H (-0.971117, 1.001560, -2.388523)
H (-2.329117, -0.093982, -2.145171)
H (-0.882990, -0.560120, -1.460757)
H (-1.107242, -1.603532, -3.702082)
H (0.173985, -0.205592, -3.742172)
H (-1.432661, 0.029579, -4.510442)

Force components x, y, z for each atom (eV/Å):
-1.63 -2.77 3.95
1.81 -1.53 2.42
-2.36 2.49 -0.90
0.03 -0.60 0.19
-1.43 2.56 0.34
0.10 1.09 0.03
0.40 0.97 -0.54
0.97 0.79 1.08
2.95 -2.12 -1.42
-0.81 0.54 -1.44
0.25 0.20 -0.16
-1.74 -0.74 0.12
-0.57 -0.93 -0.10
-1.20 -1.10 -0.47
2.13 0.00 0.37
-0.05 1.33 0.41
0.10 1.17 -0.25
-0.29 -0.36 -2.06
1.22 -1.05 -1.82
-0.08 2.19 1.24
2.25 3.00 -2.12
-1.38 -3.10 1.45
-0.59 0.14 0.03
-0.04 0.66 -0.59
0.37 -0.81 -0.62
-0.70 -1.14 -0.25
0.28 -0.86 1.10

***

# 2
C10H15N2 | wB97M-V/def2-TZVPD

Calculated values
total charge = +1
E_LUMO (alpha / beta) = -4.59 / -4.59 eV
calculated total energy = -13584.9622 eV
structure (SMILES) = C=c1[nH]ccc(=[NH+]\C)/c1=C/CC
ΔE to the lowest compared entry with this formula, charge and spin = 71.69 kcal per mole
F_max = 4.73 eV/Å

Cartesian coordinates (Å):
C (1.118465, 2.528337, -0.557866)
C (0.057682, 1.709414, -0.189669)
N (-1.141235, 2.407600, 0.142412)
C (-2.283035, 1.794953, 0.330513)
C (-2.391236, 0.448134, 0.215689)
C (-1.284434, -0.368176, -0.091900)
N (-1.407649, -1.706037, -0.102053)
C (-2.742922, -2.400817, -0.102341)
C (0.033448, 0.255905, -0.181282)
C (1.115477, -0.426073, -0.113653)
C (2.522557, 0.024331, 0.156690)
C (3.409217, -1.254133, 0.259109)
H (1.048035, 3.565669, -0.656197)
H (1.904197, 2.135165, -1.053342)
H (-1.038965, 3.357338, 0.197673)
H (-3.016429, 2.536542, 0.571616)
H (-3.511063, 0.076370, 0.400038)
H (-0.600607, -2.137503, -0.526439)
H (-3.216700, -1.877161, -0.961236)
H (-2.580360, -3.540153, -0.118590)
H (-3.356082, -2.206393, 0.827306)
H (1.071667, -1.466265, 0.073095)
H (2.908378, 0.781272, -0.506332)
H (2.599591, 0.407922, 1.138027)
H (3.452441, -1.611728, -0.705539)
H (2.978762, -2.011513, 0.881673)
H (4.350811, -1.022997, 0.672593)

Force components x, y, z for each atom (eV/Å):
-4.08 -2.09 1.16
1.54 3.40 -1.04
1.57 -3.13 -0.23
0.92 1.34 0.00
-3.55 -1.72 0.31
-1.55 -0.82 1.15
-0.18 0.91 -0.04
0.55 -0.05 0.31
-2.84 2.08 -0.49
3.68 -1.17 1.21
0.39 -1.79 -0.23
-1.14 1.71 0.40
-0.47 1.51 0.32
2.46 -1.20 -1.03
-0.06 2.73 0.21
-1.11 -0.46 0.14
3.00 0.40 -0.52
-0.28 -0.69 0.16
-0.45 -1.36 0.38
-0.29 1.98 -0.58
1.03 0.07 -0.90
-0.40 -1.11 -0.24
0.32 -0.35 -0.23
-0.56 1.12 1.24
0.75 -1.23 -2.09
-0.53 -0.29 0.48
1.25 0.24 0.13

***

# 3
C10H15N2O2 | wB97M-V/def2-TZVPD

Calculated values
total charge = -1
E_LUMO = 3.03 eV
calculated total energy = -17686.7399 eV
ΔE to the lowest compared entry with this formula, charge and spin = 0.00 kcal per mole
F_max = 0.47 eV/Å

Cartesian coordinates (Å):
N (-1.511849, -1.196002, -1.658536)
C (-0.314144, -0.824608, -0.970269)
C (0.788412, -1.913712, -1.085765)
C (0.258480, -3.289879, -0.676577)
C (1.039012, -3.996801, 0.412268)
O (1.358744, -3.163164, 1.557312)
C (0.329862, -2.766785, 2.296935)
O (0.452261, -2.106871, 3.288362)
H (-2.295272, -1.068451, -1.022507)
H (0.167702, 0.092229, -1.388383)
H (-0.455035, -0.595541, 0.106922)
H (1.658876, -1.641417, -0.473662)
H (1.113060, -1.937083, -2.129041)
H (-0.794551, -3.161877, -0.403574)
H (0.242689, -3.974462, -1.528572)
H (2.009386, -4.347272, 0.065019)
H (0.484770, -4.869584, 0.777871)
H (-0.641452, -3.163000, 1.955300)
N (-1.077561, 2.617089, -0.265547)
C (-0.991399, 3.053127, 0.985670)
C (-0.379181, 4.249086, 1.339350)
C (0.176213, 5.026332, 0.335423)
C (0.099326, 4.575265, -0.972814)
C (-0.537491, 3.365546, -1.219441)
H (-1.423555, 2.407590, 1.743166)
H (-0.334978, 4.554720, 2.376573)
H (0.666231, 5.963753, 0.569367)
H (0.526506, 5.143624, -1.788741)
H (-0.615064, 2.968149, -2.226109)

Force components x, y, z for each atom (eV/Å):
0.06 -0.13 0.06
-0.16 0.06 -0.24
0.03 -0.04 0.05
0.07 -0.01 0.05
-0.12 -0.08 -0.01
0.08 0.11 -0.05
-0.17 -0.44 0.01
0.08 0.22 0.14
-0.01 0.08 -0.05
0.06 0.05 0.14
0.06 -0.06 0.03
0.02 0.03 -0.06
-0.01 -0.02 -0.01
-0.02 0.04 -0.04
-0.07 -0.04 0.01
0.07 0.08 0.02
0.04 -0.01 0.01
0.02 0.14 -0.10
-0.09 0.02 0.09
0.05 0.03 -0.02
0.02 0.00 0.00
0.00 -0.01 0.00
0.00 0.00 0.01
0.01 -0.04 -0.04
-0.01 0.02 0.00
0.00 0.00 0.00
0.00 0.00 0.00
0.00 0.00 0.00
0.00 0.00 0.00

***

# 4
C10H15N3 | wB97M-V/def2-TZVPD

Calculated values
total charge = 0
E_LUMO = 0.74 eV
calculated total energy = -15081.4147 eV
structure (SMILES) = CC(C)=C1c2nnc(C)n2C[C@H]1C
ΔE to the lowest compared entry with this formula, charge and spin = 57.57 kcal per mole
F_max = 3.94 eV/Å

Cartesian coordinates (Å):
C (1.607227, -2.223948, 1.425899)
C (0.406942, -1.849280, 0.649820)
C (-0.424709, -3.004743, 0.284833)
C (0.079424, -0.666784, 0.111944)
C (-0.985726, -0.387143, -0.924419)
N (-2.094294, -0.894273, -1.398507)
N (-2.676576, 0.151283, -2.112137)
C (-1.916094, 1.225246, -2.069266)
C (-2.055079, 2.274990, -3.094606)
N (-0.795123, 0.915167, -1.363695)
C (0.357844, 1.592318, -0.828828)
C (0.737104, 0.680251, 0.374267)
C (0.143256, 1.094522, 1.732675)
H (2.253694, -2.717755, 0.629321)
H (2.090668, -1.342491, 1.782073)
H (1.382685, -2.758273, 2.363915)
H (-1.065226, -3.395219, 1.086593)
H (-1.043791, -2.798983, -0.488325)
H (0.093375, -3.941956, 0.276183)
H (-1.672818, 3.209824, -2.726834)
H (-1.611451, 2.075513, -4.035178)
H (-3.030779, 2.377305, -3.314510)
H (-0.112621, 2.536274, -0.594067)
H (1.248515, 1.509383, -1.513485)
H (1.768260, 0.516860, 0.258410)
H (-0.854708, 0.696796, 1.827300)
H (0.110635, 2.244233, 1.807169)
H (0.717365, 0.874638, 2.559309)

Force components x, y, z for each atom (eV/Å):
0.57 0.49 -0.41
-1.03 0.01 -0.66
0.38 -1.43 2.91
-0.18 -0.36 -1.35
0.90 0.82 0.91
-0.04 1.34 0.24
-0.28 -0.57 -0.14
0.65 -2.04 -1.01
2.10 0.62 1.70
-0.66 -1.74 0.03
-0.11 -1.18 -0.02
-1.66 -0.36 0.17
-0.21 3.52 -1.77
-0.42 0.05 1.65
0.81 0.74 0.06
0.11 -0.57 -0.81
-0.48 1.05 0.52
-1.75 0.09 -2.67
1.12 -0.43 -1.25
0.16 0.64 0.03
1.00 -0.64 -0.72
-3.57 0.51 -0.50
1.35 0.92 0.32
-1.14 0.97 0.25
1.63 0.18 0.90
-0.28 0.02 0.14
-0.27 -1.46 -0.24
1.32 -1.20 1.72

***

# 5
C10H15N3Si | wB97M-V/def2-TZVPD

Calculated values
total charge = 0
E_LUMO (alpha / beta) = 0.01 / -0.04 eV
calculated total energy = -22957.3961 eV
ΔE to the lowest compared entry with this formula, charge and spin = 66.64 kcal per mole
F_max = 4.90 eV/Å

Cartesian coordinates (Å):
C (-4.141850, 0.202705, 0.191447)
C (4.018212, 0.859861, 0.115819)
C (3.053085, 1.730357, 0.619803)
C (3.688824, -0.366733, -0.483553)
C (1.773599, 1.286115, 0.663587)
C (2.334131, -0.785107, -0.390337)
C (1.424043, 0.123184, 0.101608)
C (-3.246687, 1.269756, 0.368763)
C (-2.256774, 1.361398, -0.820714)
C (-1.594121, 0.017534, -1.179466)
N (-4.848629, -0.633297, -0.023273)
N (-1.132252, -0.097112, 1.841671)
N (0.533523, -3.317149, 0.363564)
Si (-0.412579, -0.398880, 0.248416)
H (4.952012, 1.258342, -0.235753)
H (3.346936, 2.768696, 0.892203)
H (4.375097, -0.765609, -1.216534)
H (1.028141, 2.009783, 0.860243)
H (1.913365, -1.740857, -0.712997)
H (-3.844054, 2.132107, 0.458031)
H (-2.643482, 1.015586, 1.183862)
H (-1.391074, 1.992177, -0.741690)
H (-2.781646, 1.766891, -1.654362)
H (-2.257622, -0.698791, -1.311642)
H (-1.046439, 0.002124, -2.118456)
H (-1.939274, -0.521210, 2.366365)
H (-0.624425, 0.385793, 2.624959)
H (-0.443843, -3.614507, 0.481650)
H (0.878531, -3.411896, 1.347211)

Force components x, y, z for each atom (eV/Å):
1.43 1.73 0.07
-0.15 -0.04 -1.92
2.15 0.52 0.55
-1.68 0.82 0.34
0.01 2.49 -0.11
1.12 -0.20 -0.63
-2.66 -2.60 0.50
1.56 0.52 -1.58
0.17 -0.71 -0.64
2.73 2.37 1.32
-2.91 -3.52 -0.69
0.41 0.35 1.61
-0.83 1.43 0.60
0.88 -2.31 1.20
0.62 0.22 0.65
-0.35 -0.97 -0.06
0.20 -0.68 0.50
-0.86 0.63 0.73
0.59 0.11 -0.16
-0.29 1.41 0.43
0.42 0.44 1.66
-0.01 1.13 1.02
-0.51 0.10 -0.91
-3.38 -3.53 -0.34
0.36 0.52 0.01
1.07 0.14 -1.63
-0.06 -0.71 -1.53
0.17 -0.09 -0.22
-0.20 0.46 -0.76

***

# 6
C10H15N4O10S3 | wB97M-V/def2-TZVPD

Calculated values
total charge = -1
E_LUMO = 1.07 eV
calculated total energy = -69549.8616 eV
ΔE to the lowest compared entry with this formula, charge and spin = 0.00 kcal per mole
F_max = 1.51 eV/Å

Cartesian coordinates (Å):
C (-5.100111, 0.634931, -0.384837)
C (-3.939623, -0.169254, 0.239898)
C (-2.746098, 0.763252, 0.344828)
O (-1.500803, 0.068553, 0.326742)
C (-0.599614, 0.628014, -0.500807)
O (-0.803140, 0.709303, -1.693926)
C (0.668664, 1.125068, 0.104244)
S (1.768600, 1.454556, -1.316223)
C (3.274841, 1.267398, -0.526474)
N (3.425197, 0.946405, 0.748089)
N (4.709217, 0.890290, 0.993127)
N (5.342634, 1.184623, -0.098136)
N (4.472900, 1.413027, -1.123053)
C (4.818088, 1.727950, -2.486930)
C (5.925594, 0.792837, -2.927390)
O (6.955397, 0.684254, -2.322105)
O (5.655809, 0.095846, -4.031936)
O (-4.368338, -0.599542, 1.545649)
C (-4.270618, -1.929740, 1.830786)
O (-3.558984, -2.292573, 2.706925)
C (-5.099118, -2.998928, 1.128623)
S (-6.328950, -2.525498, -0.123948)
H (-5.999037, 0.386101, 0.171603)
H (-4.957083, 1.705729, -0.262374)
H (-5.290230, 0.355263, -1.417159)
H (-3.699264, -1.025764, -0.386465)
H (-2.831133, 1.484522, -0.463753)
H (-2.833811, 1.309272, 1.286639)
H (1.119506, 0.401845, 0.876583)
H (0.463601, 2.043684, 0.650977)
H (6.352006, 1.212244, -0.135579)
H (3.939404, 1.516474, -3.089464)
H (5.098819, 2.771821, -2.604081)
H (6.168985, -0.725365, -3.975063)
H (-4.432360, -3.724717, 0.677865)
H (-5.660508, -3.499613, 1.910277)
H (-5.509565, -2.070211, -1.075449)
O (0.976490, -2.317368, 3.498504)
S (1.873978, -1.217314, 3.104713)
O (2.258327, -0.393122, 4.271675)
O (1.159652, -0.330890, 2.095789)
O (3.100678, -1.753362, 2.431619)

Force components x, y, z for each atom (eV/Å):
-0.30 -0.44 0.64
-0.85 0.75 -0.39
-0.28 -0.43 0.25
0.09 0.73 0.48
0.49 -0.17 -0.73
-0.28 0.06 -0.11
-0.46 0.25 -0.78
-0.08 0.18 -0.06
-1.01 0.08 -0.87
1.00 -0.06 1.12
-0.61 0.23 -0.24
0.26 -0.06 0.22
0.26 -0.11 0.97
-0.24 -0.35 -0.43
0.53 0.09 -0.12
0.11 -0.05 0.39
-0.63 -0.22 0.26
0.03 -0.32 -0.39
0.50 0.05 0.27
0.10 -0.23 0.59
-0.19 0.52 -0.83
-0.33 -0.05 0.18
-0.12 -0.05 -0.04
0.11 0.11 -0.25
0.22 0.27 -0.20
0.21 -0.11 0.06
0.36 -0.10 -0.28
0.07 -0.05 0.11
0.24 -0.72 0.80
0.10 0.08 0.07
-0.01 -0.08 -0.46
-0.17 0.17 0.05
0.14 0.07 0.05
0.31 0.15 -0.35
0.21 -0.07 0.19
-0.04 -0.09 0.06
0.13 -0.08 0.02
0.04 0.31 -0.25
0.98 -0.68 0.39
-0.17 0.11 -0.33
-0.45 0.01 0.10
-0.28 0.31 -0.13

***

What is the ΔE to the lowest compared entry with this formula, charge and spin in the fifth record?
66.64 kcal per mole

***

Which value of calculated total energy does entry 2 give?
-13584.9622 eV

***

Copy entry 2 word for word.
C10H15N2 | wB97M-V/def2-TZVPD

Calculated values
total charge = +1
E_LUMO (alpha / beta) = -4.59 / -4.59 eV
calculated total energy = -13584.9622 eV
structure (SMILES) = C=c1[nH]ccc(=[NH+]\C)/c1=C/CC
ΔE to the lowest compared entry with this formula, charge and spin = 71.69 kcal per mole
F_max = 4.73 eV/Å

Cartesian coordinates (Å):
C (1.118465, 2.528337, -0.557866)
C (0.057682, 1.709414, -0.189669)
N (-1.141235, 2.407600, 0.142412)
C (-2.283035, 1.794953, 0.330513)
C (-2.391236, 0.448134, 0.215689)
C (-1.284434, -0.368176, -0.091900)
N (-1.407649, -1.706037, -0.102053)
C (-2.742922, -2.400817, -0.102341)
C (0.033448, 0.255905, -0.181282)
C (1.115477, -0.426073, -0.113653)
C (2.522557, 0.024331, 0.156690)
C (3.409217, -1.254133, 0.259109)
H (1.048035, 3.565669, -0.656197)
H (1.904197, 2.135165, -1.053342)
H (-1.038965, 3.357338, 0.197673)
H (-3.016429, 2.536542, 0.571616)
H (-3.511063, 0.076370, 0.400038)
H (-0.600607, -2.137503, -0.526439)
H (-3.216700, -1.877161, -0.961236)
H (-2.580360, -3.540153, -0.118590)
H (-3.356082, -2.206393, 0.827306)
H (1.071667, -1.466265, 0.073095)
H (2.908378, 0.781272, -0.506332)
H (2.599591, 0.407922, 1.138027)
H (3.452441, -1.611728, -0.705539)
H (2.978762, -2.011513, 0.881673)
H (4.350811, -1.022997, 0.672593)

Force components x, y, z for each atom (eV/Å):
-4.08 -2.09 1.16
1.54 3.40 -1.04
1.57 -3.13 -0.23
0.92 1.34 0.00
-3.55 -1.72 0.31
-1.55 -0.82 1.15
-0.18 0.91 -0.04
0.55 -0.05 0.31
-2.84 2.08 -0.49
3.68 -1.17 1.21
0.39 -1.79 -0.23
-1.14 1.71 0.40
-0.47 1.51 0.32
2.46 -1.20 -1.03
-0.06 2.73 0.21
-1.11 -0.46 0.14
3.00 0.40 -0.52
-0.28 -0.69 0.16
-0.45 -1.36 0.38
-0.29 1.98 -0.58
1.03 0.07 -0.90
-0.40 -1.11 -0.24
0.32 -0.35 -0.23
-0.56 1.12 1.24
0.75 -1.23 -2.09
-0.53 -0.29 0.48
1.25 0.24 0.13